The following is a DFT calculation (ωB97M-V/def2-TZVPD) of C5H9N3O2 as an isolated structure.

```
! wB97M-V def2-TZVPD RIJCOSX def2/J DEFGRID3
* xyz 0 1
C 0.24929 1.33227 -0.15135
C 0.51940 -0.55162 0.35342
C -0.67451 -1.09136 -0.45033
C 1.18721 2.28877 0.50765
C -1.97739 -1.25794 0.40682
N -0.56106 1.21999 -1.06941
N -0.87687 -0.01160 -1.43908
N 1.77639 -0.88121 -0.19658
O 2.68987 -0.43704 0.50055
O 1.94919 -1.49518 -1.23602
H 0.45950 -0.76477 1.47726
H -0.25510 -2.01686 -0.95798
H 0.91387 2.50255 1.54774
H 1.15988 3.21159 -0.09869
H 2.17853 1.70666 0.62223
H -2.79325 -1.91790 0.02431
H -2.24651 -0.23013 0.53069
H -1.84006 -1.61715 1.41325
H -1.85840 0.01093 -1.78447
*
```

Summary:
- Electronic energy: -13890.712 eV


The following is a DFT calculation (ωB97M-V/def2-TZVPD) of C5H9N3O2 as an isolated structure.

```
! wB97M-V def2-TZVPD RIJCOSX def2/J DEFGRID3
* xyz 0 1
C 0.12269 0.58202 -1.53426
C -1.05937 1.56067 -1.30022
C 0.16722 -0.40946 -0.33294
C 0.34653 -0.47407 2.22821
C 0.97649 0.02323 0.96122
N -2.00382 0.87273 -0.43942
N -1.68394 -0.11695 0.06626
N 0.28832 -1.78826 -0.69683
O -0.15067 -2.10712 -1.77459
O 0.85635 -2.47891 0.11429
H 0.14407 0.07508 -2.45422
H 0.99387 1.13054 -1.72841
H -0.81633 2.31105 -0.66295
H -1.62834 2.10558 -2.04244
H 0.83109 -0.12625 3.10497
H 0.38798 -1.61468 2.29565
H -0.69118 -0.29731 2.39610
H 1.97995 -0.33423 0.76563
H 0.93909 1.08633 1.03395
*
```

Summary:
- Electronic energy: -13890.682 eV


The following is a DFT calculation (ωB97M-V/def2-TZVPD) of one molecule with the formula C5H9N3O2S.

```
! wB97M-V def2-TZVPD RIJCOSX def2/J DEFGRID3
* xyz 0 1
C 1.57409 0.83343 -0.46496
C -2.70949 -0.03624 -0.38857
C -0.45332 1.43358 1.02210
C -0.44348 -0.00201 0.78601
C -1.15404 -0.49425 -0.47096
N 2.68063 0.46365 -1.06845
N 1.05067 -0.41303 0.77604
N 1.42254 -1.60723 0.23560
O -3.46714 -0.86823 -0.84311
O -2.94457 1.05027 0.15307
S 0.77723 2.20673 -0.12484
H -1.44807 1.85877 0.79379
H -0.13062 1.58342 2.01177
H -0.91831 -0.43887 1.67748
H -1.36303 -1.47600 -0.44358
H -0.95767 -0.20416 -1.51388
H 3.11998 0.94623 -1.78501
H 2.87526 -0.50041 -0.90983
H 0.84341 -2.07567 -0.50876
H 1.64595 -2.25999 1.06610
*
```

Summary:
- Electronic energy: -24727.275 eV


The following is a DFT calculation (ωB97M-V/def2-TZVPD) of one molecule with the formula C5H9N3OS.

```
! wB97M-V def2-TZVPD RIJCOSX def2/J DEFGRID3
* xyz 0 1
C 1.74892 0.90168 0.16036
C -1.68620 -0.68101 -0.07994
C -0.72714 1.49128 0.36611
C 3.41381 -0.80846 0.48105
C 3.09667 0.47352 -0.32947
N -1.68158 0.54693 0.43282
N -4.08192 -0.44308 -0.10213
N -2.84039 -1.31098 -0.20642
O -0.66147 2.52460 0.91426
S 0.48334 0.89780 -0.89356
H 2.52328 -1.48535 0.31444
H 3.77512 -0.53296 1.48753
H 4.20658 -1.21512 -0.18038
H 3.30986 0.56625 -1.51514
H 3.81332 1.29818 0.01808
H -2.63295 0.81287 0.74615
H -4.30350 0.02467 -1.01839
H -4.85219 -1.01090 0.19132
H -2.90356 -2.04991 -0.78670
*
```

Summary:
- Electronic energy: -22678.062 eV


The following is a DFT calculation (ωB97M-V/def2-TZVPD) of one molecule with the formula C5H9N3S.

```
! wB97M-V def2-TZVPD RIJCOSX def2/J DEFGRID3
* xyz 0 1
C 0.83886 -0.54863 -0.30878
C -0.42667 -0.14067 -0.02203
C -0.89936 1.26828 -0.10400
C -1.44757 -1.16765 0.38711
C -2.20559 1.54776 -0.57684
N 1.97212 0.18781 -0.80812
N 3.12781 0.16372 -0.33159
N 3.53243 -0.75187 0.57037
S -0.06475 2.55124 0.50065
H 1.09545 -1.56053 -0.18584
H -0.93089 -2.11929 0.71526
H -2.18700 -1.20463 -0.37845
H -2.05067 -0.95507 1.15331
H -2.89220 1.74750 0.18409
H -2.66758 0.74942 -1.18960
H -2.26368 2.32497 -1.42916
H 4.54072 -0.70447 0.69677
H 2.92857 -1.38790 1.12685
*
```

Summary:
- Electronic energy: -20632.365 eV


The following is a DFT calculation (ωB97M-V/def2-TZVPD) of an isolated ion of composition C5H9N4 and charge +1.

```
! wB97M-V def2-TZVPD RIJCOSX def2/J DEFGRID3
* xyz 1 1
C 2.01719 -0.93159 0.00411
C 1.57466 0.62532 -0.00990
N 2.24925 1.51629 0.68422
C 0.25279 1.08413 -0.85350
C -0.97659 0.28233 -0.16953
N -1.90682 0.85883 0.75539
N -2.72471 -0.19507 1.09263
C -2.36965 -1.39305 0.43341
N -1.20824 -1.10789 -0.41933
H 1.93955 -1.42707 -1.02231
H 3.05133 -1.03166 0.48317
H 1.24553 -1.46646 0.68094
H 1.82133 2.46014 0.58590
H 0.32371 0.81998 -1.96172
H 0.09110 2.22623 -0.79406
H -1.93016 1.83617 1.07458
H -2.80333 -2.44169 0.46782
H -0.64693 -1.71495 -1.03180
*
```

Summary:
- Electronic energy: -11281.601 eV


The following is a DFT calculation (ωB97M-V/def2-TZVPD) of an isolated ion of composition C5H9N4O and charge +1.

```
! wB97M-V def2-TZVPD RIJCOSX def2/J DEFGRID3
* xyz 1 1
C 1.25421 1.14833 -0.74216
C -1.62604 0.92589 0.54462
C 1.76572 -0.42819 0.93356
C -0.01601 0.50568 -1.14550
C -0.11746 -0.84030 -0.46804
N 1.96298 0.78691 0.22323
N -1.09373 1.39666 -0.58518
N 0.94152 -1.38768 0.17405
N -1.31268 -0.23304 1.01468
O -1.00493 -1.57805 -1.07755
H 1.31006 2.17979 -1.00343
H -2.60723 1.34287 0.97560
H 2.70358 -1.06313 1.31492
H 1.14657 -0.00008 1.82752
H -0.21707 0.48636 -2.20880
H -0.99378 2.36856 -0.85336
H 0.85325 -2.36852 0.44226
H -2.04959 -0.62538 1.56522
H -0.89936 -2.61668 -0.93167
*
```

Summary:
- Electronic energy: -13330.267 eV


The following is a DFT calculation (ωB97M-V/def2-TZVPD) of C5H9N4S as an isolated structure.

```
! wB97M-V def2-TZVPD RIJCOSX def2/J DEFGRID3
* xyz -1 1
C 0.00852 1.09389 0.84400
C -1.89847 0.08413 -0.99015
C -0.54336 -1.64275 0.12645
C 2.39428 -0.28944 -0.89049
C -0.47414 -0.22332 -0.43954
N -0.78715 2.05449 1.09819
N 1.02345 0.96691 1.74599
N -0.34253 2.54922 2.24562
N 0.74101 1.94077 2.60649
S 0.77906 -0.05107 -1.77117
H -2.68995 -0.40028 -0.30042
H -2.04988 -0.40037 -1.92924
H -2.17009 1.10802 -1.06020
H -0.64048 -2.27632 -0.69711
H -1.42955 -1.81660 0.67927
H 0.36307 -1.87253 0.73642
H 1.98608 -0.27334 0.11005
H 2.85253 0.60818 -0.79344
H 2.87762 -1.15957 -1.32072
*
```

Summary:
- Electronic energy: -22125.145 eV


What did we get for max |F|? Answer: 4.5; 4.2; 4.5; 6.4; 5.6; 8.3; 4.2; 5.8 eV Å⁻¹, in the order shown.
What did we get for HOMO? Answer: -0.3358; -0.3298; -0.2805; -0.2811; -0.3032; -0.5096; -0.5116; -0.1744 Ha, in the order shown.
What did we get for ΔE to the lowest compared entry with this formula, charge and spin? Answer: 566.27; 569.18; 313.90; 490.44; 330.63; 374.42; 243.69; 53.48 kJ/mol, in the order shown.